1.
Molecular formula: C47H85CuF6N6P
Method: DFT, ωB97M-V/def2-TZVPD

Results
total charge: +3

Structure (XYZ):
```
146
Properties=species:S:1:pos:R:3:forces:R:3
C -5.41739 -7.54862 -0.75278 0.5764 -0.5614 -0.4692
C -4.41138 -6.43953 -0.44952 0.5314 -0.3273 -0.4928
C -2.97046 -6.98656 -0.50882 -0.0400 0.0761 0.6671
N -1.90080 -5.96903 -0.12961 0.0345 1.3131 -0.6061
C -0.50926 -6.64535 -0.24231 -1.2717 1.1022 0.5144
C 0.64179 -5.65993 -0.03186 -0.3963 -0.1468 -0.0739
C 0.49344 -4.43528 -0.93474 0.2469 -0.2415 -0.0698
C -0.89968 -3.78817 -0.89199 0.4072 -0.9615 -0.5906
C -2.02752 -4.79616 -1.11753 1.2291 -0.4990 0.2675
C -2.08483 -5.45221 1.26604 -0.7263 -0.5568 -0.7094
H -5.03635 -8.09380 -1.62375 -0.0504 -0.0694 0.0278
H -6.38682 -7.18566 -1.08373 -0.0632 0.1986 0.4274
H -5.51252 -8.29278 0.03550 -0.1638 0.1774 0.1559
H -4.56151 -5.94344 0.50600 -0.3557 0.0097 -0.0166
H -4.51975 -5.72528 -1.26448 -0.0213 0.3246 0.2296
H -2.71602 -7.33275 -1.50947 -0.0227 0.0638 -0.0603
H -2.80157 -7.82288 0.17234 -0.2366 -0.0657 0.0344
H -0.54037 -7.07361 -1.24028 0.3903 -0.3621 0.1024
H -0.59264 -7.35414 0.57842 0.4889 -0.5575 -0.3916
H 1.55040 -6.22409 -0.24322 0.0911 0.1406 -0.1036
H 0.72354 -5.37171 1.01726 -0.1030 -0.0543 0.0571
H 0.73394 -4.75292 -1.95296 -0.2151 0.0568 -0.1133
H 1.24080 -3.67504 -0.70259 0.0393 -0.0598 0.1319
H -0.91430 -3.13682 -1.76578 -0.3236 0.5815 0.4320
H -1.04037 -3.26291 0.05622 -0.1083 0.3236 -0.3236
H -1.93066 -5.29158 -2.08450 0.0279 0.2429 -0.1783
H -2.99617 -4.30567 -1.07154 -0.1289 -0.2582 0.3612
H -1.26126 -4.82960 1.59070 0.1978 -0.2229 -0.1156
H -2.20191 -6.34408 1.87822 -0.0513 0.2844 0.3940
H -2.98711 -4.84669 1.22241 -0.0604 -0.0897 0.4195
C 7.76540 2.10731 2.86851 0.3460 -0.0189 -0.1121
C 6.31111 1.64271 2.78853 0.3020 0.3065 -0.0636
C 5.54768 1.97501 4.05730 -0.7406 0.2550 0.1596
N 4.02518 1.78863 3.97385 0.0103 -0.1923 0.1907
C 3.42681 1.89595 5.35956 0.7835 0.2615 0.4320
C 3.55841 3.27462 5.95511 -0.3801 1.1329 -0.7371
C 2.89291 4.33721 5.07037 -0.6402 -0.4480 0.3146
C 3.41020 4.24387 3.62814 0.0441 0.4435 0.5221
C 3.40575 2.83385 3.03947 -0.1215 -0.2277 0.6398
C 3.68036 0.42544 3.44783 0.5876 0.4387 0.5205
H 7.88856 3.08440 3.33828 -0.1956 0.0662 -0.1094
H 8.10123 2.18056 1.83458 0.3219 0.0659 0.1357
H 8.44110 1.43240 3.39270 -0.2059 -0.1663 0.0287
H 6.30504 0.60237 2.46147 -0.2108 -0.0910 0.3389
H 5.90359 2.22556 1.95863 -0.3096 -0.0910 0.0916
H 5.66647 3.03568 4.26684 0.1351 0.0103 -0.1037
H 5.81494 1.47693 4.98875 0.4500 -0.4172 -0.3258
H 3.99539 1.27023 6.05124 -0.1574 -0.6530 -0.4994
H 2.40042 1.54527 5.27074 -0.1116 0.1751 0.1469
H 4.59902 3.60231 6.01433 0.1469 -0.4885 0.2422
H 3.18165 3.26863 6.97703 -0.1320 -0.0350 -0.0552
H 3.05838 5.31018 5.53244 0.2532 0.1394 -0.3891
H 1.80111 4.25294 5.04910 0.0250 -0.3356 0.1074
H 4.40227 4.69870 3.61392 0.1138 -0.1607 -0.3264
H 2.75930 4.87929 3.02693 0.1280 -0.1303 -0.3181
H 3.94879 2.75206 2.10184 -0.0355 0.1309 -0.0266
H 2.39697 2.45910 2.86234 -0.1147 0.2303 0.0259
H 4.09153 0.40252 2.44359 -0.5250 -0.4616 -0.1878
H 2.60679 0.28338 3.56870 -0.0344 0.2414 -0.6414
H 4.12533 -0.34425 4.07867 0.4031 0.1687 -0.0567
C 0.85069 3.98739 -2.53047 -0.3597 0.7668 -0.8852
C 0.81047 3.80001 -4.05511 0.0526 0.3952 -0.0149
C -0.36028 2.95029 -4.52390 -0.2028 -1.2437 0.3102
C -0.38237 1.54946 -3.89647 0.5534 0.1150 -0.2432
N -1.41861 0.59994 -4.44359 -1.4590 0.1525 -0.3750
C -1.33672 -0.70937 -3.72489 0.9412 -0.1196 1.1921
C -0.34197 -1.55564 -4.48063 0.7807 -0.7340 0.4859
C -0.44239 -1.09216 -5.93355 0.3000 -0.1046 0.0704
C -1.20671 0.25009 -5.93066 0.6788 -0.6652 0.9698
C -2.84234 1.16088 -4.27071 0.4879 -0.6869 -0.2715
C -3.11189 1.64293 -2.85812 -0.0793 1.3338 -0.0495
C -4.58720 1.84528 -2.50319 -0.5421 -1.4469 -0.9913
H -0.14730 4.28328 -2.19294 -0.0680 -0.4762 0.2639
H 1.44485 4.87296 -2.30219 0.4103 -0.3098 0.1221
H 1.22768 3.09352 -2.04412 -0.0724 0.1153 0.3270
H 1.78763 3.46511 -4.40938 -0.1364 -0.3036 -0.1139
H 0.63219 4.75071 -4.56333 0.2418 0.1643 0.2438
H -0.34653 2.80563 -5.60536 -0.1296 0.5643 -0.0223
H -1.26203 3.46443 -4.18433 -0.1136 0.0879 -0.4605
H -0.56158 1.61513 -2.82776 0.0909 -0.0712 -0.0047
H 0.56880 1.04065 -4.06555 0.0921 0.0589 0.1459
H -2.29817 -1.21244 -3.62934 -0.2108 0.3569 -0.4233
H -0.98771 -0.50302 -2.71081 -0.1164 -0.0203 -0.0166
H -0.49281 -2.62177 -4.27797 -0.7657 0.0266 -0.5950
H 0.68806 -1.53639 -4.10674 -0.0741 1.0190 0.0483
H -0.92064 -1.87243 -6.52073 -0.0638 0.3137 -0.3189
H 0.55942 -0.90215 -6.31134 -0.0545 -0.2939 -0.2538
H -2.17780 0.15657 -6.40360 0.0017 0.3490 -0.0861
H -0.56608 1.02393 -6.33514 -0.4623 0.1413 -0.3521
H -3.43830 0.30795 -4.59870 -0.4087 0.2627 0.0888
H -2.93204 1.97213 -4.99040 -0.1611 -0.0364 -0.0308
H -2.74268 2.67331 -2.88965 0.5416 -0.1879 0.6069
H -2.54663 1.06446 -2.12708 -0.1745 0.0280 0.1410
H -4.79417 2.35092 -1.56622 0.3473 0.2462 -0.0286
H -5.11689 0.88591 -2.46748 0.1291 -0.0539 0.2151
H -5.08019 2.34148 -3.34239 0.0226 0.4388 0.2515
Cu -0.24176 -0.97593 2.82348 0.1427 0.9090 -0.6493
P 0.81115 0.54709 0.04322 -0.1906 1.9520 -2.3481
F 0.53135 0.70084 1.66261 -0.2259 -0.6255 1.3832
F 2.06065 1.54954 0.12951 0.1706 -0.3039 0.6861
F 1.74306 -0.70544 0.35175 -0.0370 -0.5903 0.3929
F 1.08580 0.39908 -1.54635 -0.3791 -0.3434 0.4625
F -0.50807 -0.40693 -0.06772 0.1474 -0.4442 0.4171
F -0.14672 1.82943 -0.18488 0.0258 -0.6321 -0.0599
N -3.79077 0.99949 1.63803 0.4541 -0.0979 0.8740
C -2.92910 2.00701 2.00089 0.1124 1.3439 -0.7471
C -3.56995 2.82254 2.90740 0.1810 -0.9269 1.1832
C -4.74617 2.13420 3.31186 0.0690 -0.4814 -0.7782
C -4.86923 1.04191 2.48082 -0.6037 -0.0196 0.2417
H -3.60477 0.36406 0.88646 -0.3129 -0.1173 -0.0776
H -2.00806 2.19451 1.46845 -0.1082 -0.0575 -0.1526
H -3.23142 3.71898 3.40000 0.3539 -0.0116 -0.2722
H -5.39107 2.34345 4.14760 -0.1716 0.2758 -0.1777
H -5.66935 0.31895 2.45112 0.1154 -0.0691 -0.1624
N 4.14180 -0.42370 -1.49482 0.5818 0.3761 0.4330
C 5.11800 0.26189 -2.17561 0.8955 -0.3034 -0.0459
C 6.20917 -0.57301 -2.32506 -0.5792 1.0884 -0.8408
C 5.87768 -1.79923 -1.75268 0.1202 -0.2015 1.0052
C 4.65529 -1.64549 -1.12974 0.2595 -1.0664 -1.0224
H 3.32207 0.00787 -1.11259 -0.0230 -0.0721 -0.0626
H 5.10516 1.29850 -2.47050 -0.6245 -0.0017 0.0905
H 7.08492 -0.28826 -2.88553 0.1060 -0.1695 0.1125
H 6.51644 -2.66794 -1.73125 -0.1631 -0.0813 0.0991
H 4.12696 -2.47351 -0.68126 -0.4702 0.4624 0.2028
N -3.98553 -2.21210 0.51741 -0.8470 0.1976 0.2087
C -5.22600 -2.79444 0.35591 0.2153 -0.1646 -0.8138
C -5.52353 -2.71413 -0.98918 -0.1166 -0.5974 0.9421
C -4.47170 -2.01793 -1.64044 -0.8997 -0.1837 -0.4018
C -3.59409 -1.66096 -0.66956 1.5515 -0.0042 0.3853
H -3.45963 -2.09433 1.36261 -0.3617 0.0973 0.2418
H -5.83988 -3.20618 1.13872 0.2959 -0.0237 0.2269
H -6.39747 -3.20119 -1.39164 -0.0243 0.3272 -0.3092
H -4.46952 -1.84069 -2.70406 0.2581 0.2940 0.0749
H -2.65031 -1.13315 -0.63042 -0.0575 0.0154 -0.5853
C 0.20163 5.40075 1.24284 1.0890 -0.7504 -1.2289
C 0.20822 4.18736 1.91539 0.0545 -0.5009 0.7928
C -0.31409 4.09492 3.18688 -0.1632 0.7787 0.5799
C -0.77895 5.26342 3.79806 0.4148 0.2184 0.1015
C -0.68373 6.48124 3.14343 0.0478 0.5659 -0.7076
C -0.22758 6.57145 1.80807 -0.8229 -0.5628 1.1860
H 0.67945 5.36793 0.26613 -0.3109 0.3430 -0.0876
H 0.68183 3.29384 1.53634 -0.0764 0.1697 -0.5985
H -0.29444 3.18481 3.77650 -0.0924 -0.1594 -0.2257
H -1.12014 5.25729 4.82579 -0.0903 -0.0945 -0.0177
H -0.92718 7.40430 3.65439 -0.2697 -0.1131 0.0753
H -0.29311 7.48234 1.23296 0.2831 0.1638 0.1767
```
Positions in Å, forces in eV/Å.


2.
Molecular formula: C47H90N2O9
Method: DFT, ωB97M-V/def2-TZVPD

Results
total charge: 0

Structure (XYZ):
```
148
Properties=species:S:1:pos:R:3:forces:R:3
C 10.78871 1.75410 3.16913 0.1334 -0.1115 -0.1530
C 10.61657 1.60788 1.67459 -0.2764 -0.1213 0.4945
C 10.72899 0.17920 1.20382 0.4076 0.2030 -0.0977
C 10.12541 -0.01877 -0.16922 0.0381 0.2315 0.5174
C 8.68369 -0.42404 -0.10073 -0.0126 -0.5032 -0.2163
C 8.48774 -1.87035 0.34231 -0.2335 0.4505 -0.1123
C 7.38015 -2.60850 -0.40221 0.0659 -0.3408 0.7538
C 6.36067 -3.28631 0.51214 -0.2465 0.3522 -0.2276
C 4.98020 -2.63402 0.49606 0.4149 -0.5520 -0.0320
C 4.00985 -3.37014 -0.38981 -0.3447 0.3402 0.3158
C 2.85249 -2.52615 -0.86891 0.4637 -0.1498 -0.4391
C 1.81250 -3.38335 -1.56505 -0.5241 0.3484 0.2273
C 0.49152 -3.35609 -0.82885 0.4622 0.4783 0.1189
C -0.31443 -2.06342 -1.01912 -0.5975 -1.0234 -0.4424
C -1.73905 -2.39156 -1.49533 0.0154 0.5053 0.4123
C -2.86104 -1.86852 -0.60682 0.3640 -0.0813 -0.3412
C -3.51084 -0.52084 -0.96445 0.5725 -0.0928 0.1171
C -4.92569 -0.70479 -0.96124 -8.8881 -1.7858 -0.0176
N -6.12092 -0.96144 -0.96812 7.3506 1.7232 0.0009
C -3.21762 0.68722 -0.06982 -0.0168 -0.4350 0.4462
C -1.85557 1.18117 -0.33176 7.2369 3.6806 -0.6678
N -0.78371 1.74015 -0.47511 -6.2483 -3.4649 0.7328
O -3.37072 0.26276 1.23267 0.0385 -0.4175 -0.1929
C -2.90424 1.13366 2.25183 -0.4925 0.0941 0.1763
C -3.68066 0.91823 3.54853 0.1742 -0.4676 -0.2828
C -4.86209 0.01048 3.38057 -0.1206 0.2211 0.3914
O -2.80788 0.43518 4.55383 0.1216 0.4496 0.3528
O -4.11164 1.71375 -0.28942 -0.2718 0.2781 0.1391
C -3.92403 2.51777 -1.44576 0.0726 -0.0719 0.0856
C -5.12997 3.36263 -1.65988 -0.0011 0.3608 -0.0173
C -4.90696 4.16456 -2.93451 -0.1823 -0.2134 0.4420
C -5.42682 4.27881 -0.47907 -0.1640 -0.1433 0.2060
C -4.19163 4.93624 0.07593 0.0394 -0.0730 0.0734
C -6.20503 3.61254 0.63577 0.1827 0.2009 -0.0912
H 11.82834 1.71849 3.44197 0.5489 -0.0676 0.2114
H 10.38575 2.67760 3.53130 -0.1957 0.6563 0.2202
H 10.28977 0.95721 3.69064 -0.3109 -0.4108 0.3080
H 11.35123 2.21658 1.18390 0.3348 0.4320 -0.5072
H 9.64342 1.98061 1.40005 -0.4997 0.2633 -0.2084
H 11.77069 -0.09881 1.19682 0.5191 -0.2307 0.0931
H 10.24190 -0.44851 1.92716 -0.2772 -0.5396 0.3707
H 10.19140 0.92393 -0.68079 0.2199 0.4706 -0.5644
H 10.67969 -0.75801 -0.71813 0.2785 -0.3509 -0.4580
H 8.26172 -0.30780 -1.08101 -0.3643 0.1233 -0.5917
H 8.14137 0.23404 0.55571 -0.3471 0.4552 0.2909
H 9.41734 -2.39111 0.21361 0.5925 -0.3870 -0.0367
H 8.27333 -1.88950 1.39387 -0.0402 -0.0476 0.6711
H 6.85953 -1.90816 -1.02271 -0.2777 0.2919 -0.6907
H 7.84882 -3.36538 -1.00199 0.1180 -0.2488 -0.6876
H 6.24240 -4.31619 0.22481 -0.0234 -0.6159 0.0080
H 6.72979 -3.26817 1.51735 0.3528 -0.1767 0.6567
H 4.59840 -2.62787 1.49851 -0.3947 0.2138 0.6037
H 5.07396 -1.61904 0.16736 0.0384 0.8318 -0.1280
H 3.59691 -4.20284 0.15866 -0.0335 -0.5666 0.1819
H 4.52500 -3.76093 -1.24860 0.2965 -0.3190 -0.5565
H 2.43437 -1.96448 -0.04983 -0.3208 0.1961 0.4625
H 3.24399 -1.79669 -1.55666 0.2137 0.5465 -0.3197
H 1.65222 -3.03283 -2.57132 0.0044 -0.0257 -0.6281
H 2.15219 -4.40272 -1.59574 0.2602 -0.5267 -0.1964
H -0.08671 -4.23103 -1.06789 -0.3727 -0.3541 -0.2008
H 0.75582 -3.43936 0.20684 -0.0474 -0.3226 0.7546
H -0.39176 -1.55974 -0.07965 0.1070 0.6049 0.5831
H 0.17848 -1.42578 -1.72418 0.3624 0.5686 -0.3256
H -1.92205 -2.10711 -2.51733 0.0269 0.1693 -0.5848
H -1.82248 -3.45887 -1.45803 -0.2226 -0.6362 -0.1539
H -3.65787 -2.57991 -0.65814 -0.5094 -0.5228 0.0814
H -2.50996 -1.88208 0.40656 -0.0121 0.2348 0.6773
H -3.25571 -0.24801 -1.97137 0.3222 0.1742 -0.6618
H -1.87683 0.91911 2.46066 0.7882 -0.0186 0.0050
H -3.01528 2.15600 1.94487 0.0103 0.5898 -0.3587
H -4.04345 1.86995 3.88647 -0.0052 0.5814 0.3535
H -5.60765 0.47642 2.77019 -0.4632 0.1443 -0.5796
H -5.29602 -0.14617 4.35159 -0.2493 -0.1425 0.5042
H -4.59023 -0.93515 2.95508 0.1231 -0.5400 -0.2997
H -2.80731 -0.51575 4.49702 0.0950 -0.5563 0.0407
H -3.05700 3.15207 -1.33482 0.4799 0.1760 0.1670
H -3.75671 1.91101 -2.31941 0.0537 -0.5093 -0.4731
H -5.96861 2.70781 -1.79997 -0.5636 -0.4582 -0.0268
H -5.75925 4.08544 -3.57517 -0.4363 -0.0785 -0.5976
H -4.02739 3.84578 -3.45838 0.4211 -0.1362 -0.5116
H -4.79386 5.20277 -2.71884 0.2360 0.7734 0.1185
H -6.05428 5.06737 -0.85507 -0.4483 0.4347 -0.3882
H -3.55210 5.33602 -0.68714 0.3896 0.2616 -0.4948
H -4.46022 5.74338 0.72675 -0.1775 0.5472 0.4481
H -3.61960 4.23753 0.66337 0.3667 -0.3579 0.2554
H -5.56981 2.96443 1.20973 0.2068 -0.5370 0.2279
H -6.57688 4.36023 1.30939 -0.2948 0.4878 0.4388
H -7.04516 3.06581 0.24957 -0.4150 -0.4160 -0.1264
C 2.24488 3.72456 -0.47476 0.0945 -0.0463 0.1868
C 3.10893 3.64486 -1.70000 -0.1955 0.0756 -0.0655
C 2.46606 4.08282 -2.99388 0.1201 -0.0157 -0.1015
O 4.25228 3.25977 -1.66895 0.2810 -0.0841 0.0502
H 2.80086 3.39127 0.39846 0.0541 -0.0219 -0.0113
H 1.92298 4.75643 -0.32394 -0.1117 -0.0170 -0.0381
H 1.36247 3.09507 -0.59671 -0.0599 0.0868 -0.0254
H 2.14499 5.12249 -2.91216 -0.1113 -0.0140 0.0313
H 1.59175 3.46419 -3.20200 -0.0793 0.0697 0.0325
H 3.17959 3.98524 -3.80819 0.0200 -0.0093 -0.0124
C -0.50269 -5.82683 2.53559 0.0918 0.1819 -0.1009
C 0.72841 -6.42770 1.90021 -0.2202 -0.1208 0.1464
C 0.93219 -7.90704 2.10311 0.3181 0.0746 -0.2348
O 1.50295 -5.75431 1.26486 0.2096 0.1147 -0.1198
H -0.53783 -4.76163 2.31917 0.0092 0.0267 -0.0132
H -1.39869 -6.30875 2.14386 -0.0250 -0.0875 0.0973
H -0.47876 -5.98006 3.61444 -0.0787 -0.1092 0.0121
H 0.08639 -8.45923 1.69607 -0.0879 -0.0365 0.1361
H 1.00566 -8.12939 3.16535 -0.1552 -0.0615 0.0497
H 1.84478 -8.21852 1.60041 0.0261 0.0249 -0.0305
C 3.52698 8.81609 -1.11882 -0.0932 -0.1114 -0.0762
C 2.73320 8.07510 -0.07018 0.1658 0.1527 0.0591
C 2.95607 8.48423 1.36534 -0.1123 -0.1194 0.0011
O 1.96062 7.19668 -0.36458 -0.1466 -0.1569 -0.0881
H 3.27913 8.42984 -2.10330 -0.0090 -0.0178 -0.0327
H 3.29544 9.88130 -1.08060 0.0810 0.0363 0.0548
H 4.59516 8.68639 -0.94010 0.0174 0.0843 0.0457
H 2.70260 9.53672 1.49853 0.0945 0.0442 -0.0028
H 4.00320 8.34256 1.63580 0.0330 0.0938 -0.0112
H 2.33225 7.87923 2.01676 -0.0229 -0.0248 0.0195
C -3.61792 7.40420 -6.98662 0.0185 -0.1545 0.0548
C -4.25281 7.29071 -5.62134 0.0046 0.1921 -0.1212
C -4.90084 8.53820 -5.06891 -0.0164 -0.1216 0.1093
O -4.24340 6.25620 -5.00201 0.0166 -0.1114 0.0402
H -3.19000 6.44675 -7.26867 0.0153 -0.0374 -0.0069
H -4.36605 7.69604 -7.72474 0.0181 0.1013 -0.0078
H -2.83170 8.16003 -6.97253 -0.0489 0.0805 -0.0405
H -5.69743 8.87281 -5.73453 0.0466 0.0757 -0.0529
H -4.16301 9.33678 -4.98253 -0.0192 0.0551 -0.0843
H -5.31793 8.32782 -4.08824 -0.0123 -0.0127 0.0341
C -3.14897 -9.77109 5.32607 0.0200 0.1406 -0.1004
C -1.74315 -9.71883 4.77945 -0.0957 -0.1836 0.1441
C -0.82310 -10.85337 5.16167 0.0843 0.1142 -0.0981
O -1.37182 -8.81538 4.07105 0.0331 0.1689 -0.0795
H -3.70602 -8.90512 4.98077 -0.0191 0.0314 -0.0157
H -3.64901 -10.67931 4.98752 0.0105 -0.0603 0.0829
H -3.12643 -9.77390 6.41650 -0.0115 -0.1021 0.0209
H -1.23588 -11.80204 4.81674 -0.0441 -0.0373 0.0865
H -0.71300 -10.89720 6.24584 -0.0663 -0.0765 0.0245
H 0.15216 -10.70123 4.70806 0.0333 0.0065 -0.0182
C -8.44038 -3.19375 -0.63066 -0.0623 -0.3169 0.1435
C -8.76597 -4.50753 -1.29172 -0.0975 0.1569 -0.0650
C -9.72906 -4.45685 -2.45673 0.0443 -0.1599 0.0198
O -8.28514 -5.55133 -0.92219 0.0834 -0.1597 0.0642
H -7.74152 -3.35890 0.18358 0.0458 0.0155 0.0308
H -7.99268 -2.51134 -1.34517 -0.0307 0.1532 -0.0689
H -9.35189 -2.74066 -0.23611 -0.0096 0.0751 -0.0823
H -9.32840 -3.81901 -3.24551 -0.0504 0.0916 0.0196
H -10.68648 -4.04694 -2.13273 0.0057 0.1001 -0.0345
H -9.88117 -5.45913 -2.84738 -0.0014 -0.0349 -0.0069
```
Positions in Å, forces in eV/Å.


Quick rundown of DFT total energy, same order as above: -4750.69461, -2631.38774 Eh
Quick rundown of HOMO, same order as above: -13.25, -8.98 eV
Quick rundown of Kohn-Sham gap, same order as above: 3.51, 9.56 eV